(1)
{
  "formula": "C37H37BaClN6O4S2Se2",
  "method": "ωB97M-V/def2-TZVPD",
  "species": ["Ba", "C", "C", "C", "C", "C", "C", "N", "C", "C", "C", "C", "C", "N", "C", "C", "C", "C", "C", "C", "N", "H", "H", "H", "H", "H", "H", "H", "H", "H", "H", "H", "H", "H", "H", "H", "C", "Se", "C", "C", "Se", "C", "H", "H", "H", "H", "H", "H", "H", "H", "H", "H", "N", "C", "C", "C", "C", "C", "C", "S", "O", "O", "N", "C", "S", "C", "C", "N", "H", "H", "H", "H", "H", "H", "H", "H", "Cl", "C", "C", "C", "C", "C", "C", "C", "O", "O", "H", "H", "H", "H"],
  "positions_angstrom": [[0.319, 0.427, -0.365], [2.786, -0.754, 2.720], [1.339, -0.793, 3.079], [0.855, -0.314, 4.296], [-0.501, -0.404, 4.560], [-1.331, -0.999, 3.626], [-0.769, -1.430, 2.422], [0.524, -1.306, 2.169], [-1.616, -1.998, 1.353], [-2.735, -2.765, 1.681], [-3.597, -3.148, 0.671], [-3.300, -2.782, -0.627], [-2.113, -2.090, -0.882], [-1.303, -1.714, 0.095], [-1.829, -1.688, -2.273], [-2.322, -2.457, -3.330], [-2.264, -1.945, -4.614], [-1.723, -0.687, -4.799], [-1.160, -0.024, -3.707], [-0.506, 1.303, -3.873], [-1.198, -0.538, -2.485], [3.402, -0.505, 3.580], [2.945, -0.020, 1.929], [3.086, -1.711, 2.302], [1.524, 0.125, 5.021], [-0.909, -0.013, 5.481], [-2.389, -1.086, 3.815], [-2.928, -3.038, 2.708], [-4.495, -3.708, 0.891], [-3.989, -2.990, -1.428], [-2.736, -3.438, -3.155], [-2.664, -2.509, -5.446], [-1.728, -0.220, -5.771], [-0.525, 1.623, -4.911], [0.525, 1.231, -3.526], [-1.016, 2.046, -3.260], [6.131, 0.734, 0.149], [4.455, 0.339, -0.856], [4.904, 1.344, -2.488], [4.974, 2.854, -2.395], [3.235, 3.754, -2.145], [3.228, 3.795, -0.191], [6.945, 0.898, -0.550], [6.351, -0.138, 0.759], [6.007, 1.603, 0.790], [4.114, 1.040, -3.175], [5.863, 0.953, -2.842], [5.363, 3.243, -3.341], [5.620, 3.190, -1.582], [4.043, 4.425, 0.158], [3.328, 2.772, 0.165], [2.274, 4.212, 0.122], [-6.386, 1.642, 5.059], [-5.535, 1.648, 3.982], [-5.000, 0.449, 3.501], [-4.218, 0.446, 2.366], [-3.937, 1.626, 1.702], [-4.452, 2.823, 2.168], [-5.249, 2.835, 3.298], [-2.788, 1.481, 0.334], [-3.239, 0.393, -0.495], [-2.601, 2.753, -0.323], [-1.400, 1.033, 0.994], [-0.707, 1.841, 1.746], [-1.398, 2.840, 3.032], [0.216, 3.339, 3.449], [1.109, 2.750, 2.631], [0.594, 1.928, 1.676], [-6.381, 0.832, 5.656], [-6.588, 2.519, 5.506], [-5.205, -0.473, 4.026], [-3.816, -0.471, 1.965], [-4.222, 3.738, 1.646], [-5.650, 3.767, 3.668], [0.375, 4.040, 4.242], [2.178, 2.873, 2.666], [2.805, -5.851, -5.269], [2.529, -4.455, -4.285], [2.451, -3.206, -4.885], [2.251, -2.086, -4.094], [2.133, -2.215, -2.716], [2.202, -3.477, -2.136], [2.399, -4.602, -2.912], [1.951, -1.023, -1.812], [1.902, 0.125, -2.310], [1.875, -1.227, -0.587], [2.557, -3.118, -5.955], [2.195, -1.102, -4.535], [2.104, -3.540, -1.064], [2.456, -5.578, -2.457]],
  "orbital_gap_ev": 8.0,
  "homo_ev": -7.83,
  "lumo_energy_ev": 0.21,
  "total_energy_ev": -221682.403
}

---

(2)
{
  "formula": "C37H37BrF4FeN5OPS",
  "method": "ωB97M-V/def2-TZVPD",
  "species": ["Fe", "C", "C", "N", "C", "C", "S", "C", "C", "N", "H", "H", "H", "H", "H", "H", "H", "H", "H", "H", "H", "H", "H", "H", "F", "C", "C", "F", "C", "F", "C", "P", "C", "C", "C", "C", "C", "C", "C", "C", "C", "C", "C", "C", "C", "Br", "C", "F", "H", "H", "H", "H", "H", "H", "H", "H", "H", "H", "C", "C", "C", "C", "C", "N", "C", "O", "N", "C", "C", "C", "C", "N", "C", "C", "C", "H", "H", "H", "H", "H", "H", "H", "H", "H", "H", "H", "H", "H"],
  "positions_angstrom": [[-1.004, -0.001, 0.569], [-1.956, 0.076, 2.938], [-1.623, 1.442, 2.294], [-2.230, 1.687, 0.980], [-3.700, 1.676, 0.927], [-4.152, 0.784, -0.220], [-3.213, -0.772, -0.253], [-3.878, -1.612, 1.223], [-2.752, -2.129, 2.098], [-1.640, -1.166, 2.189], [-1.439, 0.090, 3.900], [-3.019, 0.070, 3.182], [-1.972, 2.170, 3.038], [-0.547, 1.634, 2.218], [-1.866, 2.556, 0.603], [-4.100, 1.325, 1.878], [-4.097, 2.679, 0.770], [-5.215, 0.546, -0.170], [-3.955, 1.255, -1.183], [-4.520, -0.901, 1.740], [-4.497, -2.441, 0.884], [-3.148, -2.366, 3.089], [-2.346, -3.046, 1.673], [-0.868, -1.645, 2.643], [5.718, -2.199, -0.065], [4.425, -2.160, -0.223], [3.797, -2.955, -1.175], [4.501, -3.764, -1.923], [2.419, -2.885, -1.339], [1.869, -3.690, -2.231], [1.620, -2.034, -0.572], [-0.183, -1.839, -0.906], [-0.869, -3.435, -0.393], [-2.169, -3.783, -0.789], [-2.698, -5.012, -0.432], [-1.956, -5.891, 0.349], [-0.680, -5.538, 0.769], [-0.138, -4.314, 0.410], [-0.176, -1.793, -2.722], [0.564, -0.761, -3.315], [0.757, -0.745, -4.682], [0.196, -1.742, -5.473], [-0.565, -2.748, -4.889], [-0.767, -2.774, -3.521], [2.279, -1.291, 0.400], [1.315, -0.233, 1.633], [3.649, -1.329, 0.573], [4.216, -0.552, 1.483], [-2.759, -3.103, -1.390], [-3.690, -5.291, -0.762], [-2.373, -6.849, 0.629], [-0.100, -6.218, 1.379], [0.858, -4.053, 0.744], [1.015, 0.010, -2.698], [1.347, 0.038, -5.140], [0.359, -1.740, -6.542], [-0.988, -3.534, -5.499], [-1.327, -3.588, -3.091], [0.509, 4.757, 4.372], [1.309, 4.145, 3.268], [2.189, 3.085, 3.504], [2.993, 2.580, 2.501], [2.939, 3.104, 1.204], [3.790, 2.540, 0.237], [4.019, 2.899, -1.088], [5.111, 2.845, -1.584], [2.902, 3.265, -1.847], [1.628, 2.759, -1.826], [0.726, 3.091, -2.844], [-0.537, 2.530, -2.837], [-0.877, 1.651, -1.822], [-0.042, 1.372, -0.807], [1.175, 1.917, -0.812], [2.054, 4.159, 0.954], [1.263, 4.662, 1.974], [0.152, 4.015, 5.086], [-0.325, 5.344, 3.991], [1.138, 5.443, 4.948], [2.262, 2.666, 4.500], [3.694, 1.780, 2.718], [4.598, 2.062, 0.608], [3.187, 3.698, -2.715], [1.023, 3.767, -3.637], [-1.253, 2.769, -3.611], [-1.834, 1.148, -1.824], [1.820, 1.684, 0.022], [2.041, 4.635, -0.014], [0.620, 5.510, 1.772]],
  "de_lowest_ev": 1.3178,
  "orbital_gap_ev": [3.7, 5.9],
  "spin_multiplicity": 2,
  "homo_ev": [-15.21, -15.21],
  "charge": 3,
  "lumo_energy_ev": [-11.47, -9.27],
  "total_energy_ev": -183865.834
}

---

(3)
{
  "formula": "C37H37CoN3P2",
  "method": "ωB97M-V/def2-TZVPD",
  "species": ["Co", "C", "C", "C", "C", "C", "C", "C", "C", "C", "H", "H", "H", "H", "H", "H", "H", "H", "H", "H", "H", "H", "H", "H", "H", "P", "P", "C", "C", "C", "C", "C", "C", "C", "C", "C", "C", "C", "C", "C", "C", "C", "C", "C", "C", "C", "C", "C", "C", "C", "C", "C", "C", "H", "H", "H", "H", "H", "H", "H", "H", "H", "H", "H", "H", "H", "H", "H", "H", "H", "H", "H", "H", "H", "H", "N", "C", "N", "C", "N"],
  "positions_angstrom": [[-0.324, 1.018, -2.874], [-1.820, 0.959, -5.533], [-1.893, -0.395, -5.391], [-1.303, -1.348, -6.366], [0.085, -0.942, -6.983], [1.000, -0.142, -6.125], [1.016, 1.177, -5.948], [0.145, 2.106, -6.745], [-1.305, 1.667, -6.748], [1.744, 0.311, 0.059], [-2.270, 1.619, -4.787], [-2.604, -0.850, -4.680], [-2.006, -1.533, -7.203], [-1.210, -2.332, -5.875], [0.585, -1.893, -7.242], [-0.122, -0.402, -7.919], [1.840, -0.749, -5.789], [1.828, 1.655, -5.409], [0.499, 2.119, -7.790], [0.263, 3.129, -6.385], [-1.969, 2.518, -6.978], [-1.397, 0.929, -7.564], [0.832, 0.894, 0.277], [2.608, 0.757, 0.622], [1.536, -0.707, 0.353], [-1.737, -0.914, -2.230], [2.161, 0.117, -1.718], [-0.143, -1.480, -3.014], [1.000, -0.601, -2.904], [-2.593, -2.392, -1.749], [-2.844, -3.319, -2.784], [-3.607, -4.448, -2.509], [-4.088, -4.674, -1.209], [-3.840, -3.738, -0.191], [-3.108, -2.586, -0.445], [-2.834, 0.552, -2.661], [-2.264, 1.884, -2.539], [-3.063, 3.018, -2.529], [-4.437, 2.902, -2.716], [-5.020, 1.637, -2.811], [-4.255, 0.447, -2.782], [3.575, -1.009, -1.723], [3.370, -2.361, -1.384], [4.458, -3.194, -1.115], [5.774, -2.765, -1.300], [5.961, -1.456, -1.739], [4.888, -0.600, -2.007], [2.670, 1.723, -2.399], [2.462, 2.831, -1.564], [2.699, 4.134, -2.007], [3.117, 4.373, -3.325], [3.341, 3.275, -4.163], [3.199, 1.952, -3.689], [-0.159, -2.371, -3.672], [1.537, -0.519, -3.857], [-2.468, -3.109, -3.792], [-3.841, -5.143, -3.315], [-4.671, -5.571, -0.997], [-4.249, -3.909, 0.807], [-2.947, -1.802, 0.308], [-1.153, 2.383, -2.526], [-2.476, 3.923, -2.392], [-5.010, 3.822, -2.768], [-6.118, 1.576, -2.895], [-4.755, -0.539, -2.802], [2.355, -2.749, -1.313], [4.293, -4.196, -0.731], [6.617, -3.435, -1.129], [6.978, -1.093, -1.858], [5.072, 0.392, -2.409], [2.056, 2.651, -0.574], [2.530, 4.969, -1.325], [3.264, 5.400, -3.676], [3.635, 3.474, -5.203], [3.423, 1.117, -4.358], [-1.312, 0.817, -0.407], [-1.523, 0.561, 0.742], [-1.848, 0.039, 1.886], [-1.520, 0.145, 3.134], [-1.377, 0.110, 4.309]],
  "orbital_gap_ev": [5.8, 5.9],
  "spin_multiplicity": 4,
  "homo_ev": [-5.89, -6.18],
  "lumo_energy_ev": [-0.11, -0.30],
  "total_energy_ev": -99634.048
}

---

(4)
{
  "formula": "C37H37EuN3P2",
  "method": "ωB97M-V/def2-TZVPD",
  "species": ["Eu", "C", "C", "C", "C", "C", "C", "C", "C", "C", "H", "H", "H", "H", "H", "H", "H", "H", "H", "H", "H", "H", "H", "H", "H", "P", "P", "C", "C", "C", "C", "C", "C", "C", "C", "C", "C", "C", "C", "C", "C", "C", "C", "C", "C", "C", "C", "C", "C", "C", "C", "C", "C", "H", "H", "H", "H", "H", "H", "H", "H", "H", "H", "H", "H", "H", "H", "H", "H", "H", "H", "H", "H", "H", "H", "N", "C", "N", "C", "N"],
  "positions_angstrom": [[1.875, -1.693, -0.819], [-2.591, 0.090, 0.697], [-2.910, -0.120, -0.584], [-3.059, 0.886, -1.688], [-1.727, 1.396, -2.309], [-0.701, 1.960, -1.377], [-0.901, 2.469, -0.159], [-2.225, 2.639, 0.542], [-2.632, 1.415, 1.405], [3.308, 0.212, -0.461], [-2.370, -0.764, 1.351], [-2.962, -1.152, -0.949], [-3.672, 1.741, -1.383], [-3.594, 0.365, -2.499], [-1.256, 0.586, -2.890], [-1.976, 2.153, -3.074], [0.327, 1.949, -1.764], [-0.056, 2.873, 0.417], [-3.044, 2.876, -0.150], [-2.125, 3.504, 1.225], [-1.957, 1.387, 2.279], [-3.653, 1.577, 1.799], [3.791, 0.479, 0.488], [2.434, 0.878, -0.638], [4.023, 0.270, -1.296], [0.109, -2.255, -9.219], [2.060, 0.353, -9.489], [-0.520, -0.659, -9.841], [0.314, 0.401, -10.005], [-0.712, -3.430, -10.387], [-1.888, -3.132, -11.091], [-2.486, -4.101, -11.907], [-1.902, -5.365, -12.046], [-0.703, -5.654, -11.379], [-0.100, -4.691, -10.567], [-0.888, -2.390, -7.681], [-0.540, -1.523, -6.627], [-1.284, -1.533, -5.449], [-2.376, -2.401, -5.314], [-2.706, -3.273, -6.358], [-1.953, -3.288, -7.535], [2.735, 1.114, -11.062], [2.678, 0.315, -12.222], [3.030, 0.854, -13.462], [3.456, 2.186, -13.559], [3.562, 2.962, -12.400], [3.228, 2.424, -11.150], [2.125, 1.790, -8.357], [3.262, 1.885, -7.528], [3.433, 3.008, -6.722], [2.469, 4.025, -6.711], [1.316, 3.895, -7.490], [1.124, 2.766, -8.291], [-1.603, -0.575, -10.033], [-0.024, 1.321, -10.510], [-2.347, -2.147, -11.010], [-3.412, -3.860, -12.435], [-2.378, -6.122, -12.672], [-0.237, -6.635, -11.496], [0.844, -4.903, -10.062], [0.307, -0.844, -6.755], [-1.004, -0.861, -4.636], [-2.958, -2.391, -4.391], [-3.555, -3.948, -6.249], [-2.211, -3.988, -8.331], [2.329, -0.718, -12.147], [2.956, 0.236, -14.358], [3.711, 2.610, -14.532], [3.893, 4.000, -12.465], [3.327, 3.037, -10.251], [4.006, 1.086, -7.539], [4.329, 3.101, -6.110], [2.614, 4.912, -6.092], [0.558, 4.678, -7.487], [0.208, 2.660, -8.871], [0.861, -1.453, 1.311], [0.496, -0.793, 2.227], [0.071, -0.004, 3.134], [0.151, -0.283, 4.422], [0.188, -0.447, 5.585]],
  "de_lowest_ev": 0.0000,
  "orbital_gap_ev": [6.6, 6.7],
  "spin_multiplicity": 8,
  "homo_ev": [-7.94, -7.97],
  "lumo_energy_ev": [-1.31, -1.25],
  "total_energy_ev": -81341.169
}

---

(5)
{
  "formula": "C37H37F3HgO2P2",
  "method": "ωB97M-V/def2-TZVPD",
  "species": ["Hg", "C", "C", "C", "C", "C", "C", "C", "C", "C", "H", "H", "H", "H", "H", "H", "H", "H", "H", "H", "H", "H", "H", "H", "H", "P", "P", "C", "C", "C", "C", "C", "C", "C", "C", "C", "C", "C", "C", "C", "C", "C", "C", "C", "C", "C", "C", "C", "C", "C", "C", "C", "C", "H", "H", "H", "H", "H", "H", "H", "H", "H", "H", "H", "H", "H", "H", "H", "H", "H", "H", "H", "H", "H", "H", "F", "C", "F", "F", "C", "O", "O"],
  "positions_angstrom": [[-0.406, -0.798, -2.063], [1.598, -2.438, -1.804], [1.881, -1.392, -0.660], [2.978, -0.397, -1.049], [2.651, 0.624, -2.157], [1.208, 0.633, -2.601], [0.672, -0.087, -3.702], [1.312, -1.313, -4.324], [2.060, -2.179, -3.308], [-1.921, -0.862, -0.609], [2.478, -3.076, -1.595], [2.384, -2.038, 0.093], [3.880, -0.947, -1.357], [3.300, 0.164, -0.159], [2.874, 1.627, -1.751], [3.350, 0.505, -3.011], [0.724, 1.586, -2.350], [-0.017, 0.486, -4.342], [2.003, -0.999, -5.132], [0.529, -1.919, -4.824], [2.154, -3.171, -3.770], [3.089, -1.804, -3.249], [-2.875, -0.873, -1.148], [-1.851, 0.052, -0.009], [-1.851, -1.727, 0.058], [0.800, -0.690, 0.946], [-0.920, 2.634, 0.453], [1.290, 0.994, 1.301], [0.784, 2.150, 0.741], [1.382, -1.667, 2.381], [2.656, -1.522, 2.961], [2.950, -2.189, 4.154], [1.992, -2.991, 4.783], [0.758, -3.204, 4.157], [0.484, -2.601, 2.936], [0.518, -3.514, -1.524], [-0.485, -3.785, -2.469], [-1.305, -4.912, -2.310], [-1.071, -5.787, -1.248], [-0.141, -5.470, -0.252], [0.624, -4.308, -0.367], [-1.404, 4.049, 1.421], [-1.547, 3.853, 2.809], [-1.920, 4.917, 3.616], [-2.171, 6.174, 3.051], [-2.058, 6.359, 1.668], [-1.674, 5.303, 0.843], [-1.214, 3.029, -1.304], [-2.373, 2.504, -1.923], [-2.564, 2.652, -3.293], [-1.627, 3.344, -4.065], [-0.509, 3.911, -3.451], [-0.309, 3.781, -2.075], [2.090, 1.088, 2.052], [1.467, 3.006, 0.599], [3.402, -0.885, 2.478], [3.931, -2.081, 4.616], [2.193, -3.465, 5.743], [0.003, -3.835, 4.625], [-0.444, -2.804, 2.410], [-0.631, -3.117, -3.320], [-2.075, -5.105, -3.063], [-1.626, -6.730, -1.198], [0.028, -6.166, 0.581], [1.346, -4.049, 0.424], [-1.390, 2.851, 3.206], [-2.007, 4.766, 4.688], [-2.455, 7.010, 3.690], [-2.264, 7.334, 1.229], [-1.587, 5.428, -0.236], [-3.099, 1.964, -1.307], [-3.451, 2.229, -3.770], [-1.773, 3.444, -5.144], [0.209, 4.471, -4.053], [0.561, 4.238, -1.601], [-3.593, -0.788, 4.912], [-2.360, -0.280, 4.636], [-2.332, 1.000, 5.103], [-1.427, -1.002, 5.346], [-2.046, -0.365, 3.077], [-2.235, -1.510, 2.615], [-1.583, 0.680, 2.548]],
  "orbital_gap_ev": 5.3,
  "homo_ev": -6.81,
  "lumo_energy_ev": -1.47,
  "total_energy_ev": -73961.964
}

---

Number 1 is which compound?
C37H37BaClN6O4S2Se2